No. 1
The following is a DFT calculation (wB97M-V/def2-TZVPD) of a 3-piece molecular cluster, C3H10O3 overall.

Cartesian coordinates (Å):
C1 -2.1323 -0.4827 1.2250
C2 -0.9349 -0.2810 0.7035
C3 0.0753 0.6690 1.2781
O1 1.3167 -0.0034 1.3905
H1 -2.9232 -1.1266 0.8697
H2 -2.4067 0.0954 2.1061
H3 -0.6066 -0.8550 -0.1582
H4 0.1801 1.4748 0.5363
H5 -0.2969 1.1036 2.2049
H6 1.8717 0.2631 2.1257
O2 -0.1499 0.2472 -3.2548
H7 0.5977 0.2878 -2.6241
H8 -0.8104 -0.2298 -2.7433
O3 1.7995 -0.5795 -1.4192
H9 2.7234 -0.4807 -1.6594
H10 1.6965 -0.1021 -0.5809

Cartesian forces (eV/Å) of the 3 atoms listed first:
C -0.2412 0.6881 0.6634
C 0.0085 -0.6566 0.0790
C -0.5191 0.3394 -0.6821

The spin multiplicity is 1. The HOMO-LUMO gap is 10.81 eV. As for the structure (SMILES): C=CCO.O.O.

---

No. 2
The following is a DFT calculation (wB97M-V/def2-TZVPD) of a 2-piece molecular cluster, C3H10O3 overall.

Cartesian coordinates (Å):
O1 -0.7783 -1.0108 2.3909
C1 -0.3132 -0.8725 1.0335
C2 -0.3415 0.5401 0.5205
C3 0.6611 0.8542 -0.5562
O2 2.0113 1.0086 -0.0053
H1 -1.7433 -1.0120 2.3731
H2 0.7235 -1.1835 1.0993
H3 -0.8134 -1.6175 0.4306
H4 -1.3204 0.8647 0.1254
H5 -0.3089 1.2681 1.3353
H6 0.7616 0.1213 -1.3443
H7 0.4083 1.8190 -0.9936
H8 2.2946 1.8915 -0.2515
O3 -1.0482 -0.4525 -2.6853
H9 -1.5435 -1.2016 -3.0447
H10 -0.5341 -0.2485 -3.4790

Cartesian forces (eV/Å) of the 3 atoms listed first:
O -0.3576 0.1764 -0.3596
C 0.5286 -0.3392 1.2186
C -1.4447 0.8594 -0.4218

The spin multiplicity is 1. The HOMO-LUMO gap is 10.55 eV. As for the structure (SMILES): OCCCO.O.

---

No. 3
The following is a DFT calculation (wB97M-V/def2-TZVPD) of a 3-piece molecular cluster, C3H10O3 overall.

Cartesian coordinates (Å):
C1 -1.7216 1.1360 -0.1712
C2 -1.1435 0.2147 0.6639
C3 -1.1003 -1.2820 0.4086
O1 -0.5623 0.5542 1.9069
H1 -2.0145 1.0892 -1.2066
H2 -1.6284 2.1619 0.2869
H3 -1.5350 -1.6818 -0.5675
H4 -1.4120 -1.9315 1.2705
H5 -0.0421 -1.3948 0.2641
H6 -0.7732 -0.2803 2.4529
O2 2.2367 0.6300 0.9375
H7 1.3227 0.4598 1.1436
H8 2.2404 0.7645 0.0167
O3 1.6731 -0.1849 -2.4633
H9 2.1809 0.5049 -2.9273
H10 2.2791 -0.7597 -2.0157

Cartesian forces (eV/Å) of the 3 atoms listed first:
C 2.1814 0.8604 3.2004
C -2.2647 0.2435 -1.5354
C 0.0825 -0.2935 -0.8539

The spin multiplicity is 1. The HOMO-LUMO gap is 9.75 eV. As for the structure (SMILES): C=C(C)O.O.O.

---

No. 4
The following is a DFT calculation (wB97M-V/def2-TZVPD) of a 3-piece molecular cluster, C3H10O3 overall.

Cartesian coordinates (Å):
O1 0.3508 -0.8177 2.3081
C1 0.0495 -0.9994 1.1646
C2 -1.3575 -1.1953 0.7258
C3 -1.6777 -0.1565 -0.3568
H1 0.9267 -1.1157 0.4842
H2 -1.3975 -2.1816 0.2653
H3 -2.0094 -1.2036 1.5813
H4 -0.8296 0.0004 -1.0278
H5 -2.5176 -0.4863 -0.9770
H6 -1.9831 0.8054 0.0610
H7 1.8172 1.5918 -2.4682
H8 0.2968 1.7498 -2.2246
O2 1.0455 1.1445 -2.1087
H9 2.0710 1.3975 1.4038
H10 2.9179 0.8747 0.2447
O3 2.2970 0.5919 0.9242

Cartesian forces (eV/Å) of the 3 atoms listed first:
O -0.1255 0.1554 0.0268
C 0.8462 -0.6956 0.5752
C -0.6485 0.1085 -0.8610

The spin multiplicity is 2. The HOMO-LUMO gap (spin up / spin down) is 9.87 / 6.13 eV. The total charge is +1.

---

No. 5
The following is a DFT calculation (wB97M-V/def2-TZVPD) of a 3-piece molecular cluster, C3H10O4 overall.

Cartesian coordinates (Å):
C1 -0.3817 1.8595 0.6694
C2 0.1446 0.4543 0.9799
C3 0.9824 -0.0870 -0.1692
O1 2.0283 -0.6727 -0.0370
O2 0.2570 -0.1841 -1.3184
H1 -0.9550 1.9746 -0.2415
H2 0.4386 2.5427 0.8674
H3 -1.0754 2.1695 1.4622
H4 0.7924 0.5136 1.8499
H5 -0.5917 -0.3376 1.1146
H6 0.9171 -0.5135 -1.9592
O3 -6.7852 0.0601 2.3212
H7 -7.0669 0.8270 2.8232
H8 -5.8252 0.0463 2.2761
O4 4.6536 -1.5066 -2.3936
H9 3.9221 -1.4866 -1.7668
H10 4.2545 -1.3147 -3.2516

Cartesian forces (eV/Å) of the 3 atoms listed first:
C -0.7497 -0.1404 1.7924
C 0.7191 0.4948 -1.0782
C -0.9767 -1.6823 0.8626

The spin multiplicity is 1. The HOMO-LUMO gap is 11.12 eV. As for the structure (SMILES): CCC(=O)O.O.O.

---

No. 6
The following is a DFT calculation (wB97M-V/def2-TZVPD) of a 2-piece molecular cluster, C3H10OS overall.

Cartesian coordinates (Å):
C1 2.6905 0.2908 -0.0355
S1 1.0785 -0.0568 -0.8021
C2 0.7151 -1.7152 -0.2482
H1 2.7918 1.3443 0.1114
H2 3.5883 0.0583 -0.7508
H3 2.6570 -0.2993 0.9326
H4 0.0274 -2.0286 -0.9031
H5 1.5628 -2.3504 -0.4609
H6 0.1925 -1.8403 0.6794
C3 -2.5965 1.4753 0.1903
O1 -2.4888 0.2314 0.9263
H7 -1.7320 1.5632 -0.5112
H8 -3.5255 1.3738 -0.3239
H9 -2.7940 2.2614 1.0000
H10 -2.1671 -0.3077 0.1956

Cartesian forces (eV/Å) of the 3 atoms listed first:
C 0.9831 -1.6644 -0.5733
S 0.0979 0.7085 -0.0982
C 2.0048 0.8692 0.9561

The spin multiplicity is 1. The HOMO-LUMO gap is 9.48 eV. As for the structure (SMILES): CSC.CO.

---

The records above yield calculated total energy values of -9414.6301 -9414.6993 -9414.3203 -9405.8660 -11463.2513 -16154.3051 eV, respectively.
The records above yield energy relative to the best compared isomer or geometry (same formula, charge and spin) values of 87.1 80.4 117.0 78.6 48.1 150.6 kJ/mol, respectively.